Record 1
Computed, not measured: C28H26N5OPt as an isolated structure, with the ωB97M-V functional and the def2-TZVPD basis.

```
! wB97M-V def2-TZVPD RIJCOSX def2/J DEFGRID3
* xyz 1 3
Pt 0.22 0.09 -0.17
C 4.04 5.22 -2.69
C 3.02 4.41 -1.94
C 1.69 4.82 -1.85
C 0.77 4.04 -1.20
C 1.12 2.82 -0.60
N 0.13 2.04 -0.01
C -0.93 2.66 0.64
C -0.70 3.82 1.39
C -1.70 4.43 2.11
C -2.99 3.90 2.12
C -4.08 4.53 2.93
C -3.23 2.75 1.38
C -2.24 2.12 0.65
N -2.62 0.98 -0.12
C -3.86 0.65 -0.55
C -3.79 -0.56 -1.17
C -2.44 -0.94 -1.09
N -1.76 0.00 -0.46
C 2.46 2.40 -0.69
C 3.38 3.20 -1.36
N 2.96 1.21 -0.09
C 4.23 0.94 0.28
C 4.28 -0.35 0.73
C 2.97 -0.83 0.62
N 2.19 0.12 0.13
H 3.74 6.27 -2.76
H 4.15 4.85 -3.71
H 5.02 5.17 -2.21
H 1.38 5.74 -2.32
H -0.27 4.34 -1.17
H 0.31 4.21 1.42
H -1.48 5.32 2.69
H -3.87 5.57 3.15
H -4.18 4.00 3.89
H -5.05 4.47 2.43
H -4.22 2.31 1.41
H -4.70 1.31 -0.40
H -4.60 -1.11 -1.63
H -1.93 -1.82 -1.45
H 4.40 2.86 -1.46
H 5.01 1.68 0.21
H 5.14 -0.88 1.11
H 2.55 -1.80 0.85
C -0.40 -2.45 1.81
C -0.07 -2.80 0.39
O 0.32 -1.85 -0.49
C -0.16 -4.13 -0.10
C -0.53 -5.20 0.75
C -0.62 -6.49 0.26
C -0.35 -6.77 -1.08
C 0.03 -5.73 -1.92
C 0.12 -4.43 -1.45
H -0.34 -1.37 1.96
H 0.29 -2.92 2.52
H -1.40 -2.78 2.08
H -0.75 -5.01 1.79
H -0.91 -7.29 0.93
H -0.42 -7.78 -1.45
H 0.25 -5.94 -2.96
H 0.43 -3.63 -2.12
*
```

* frontier orbital gap (spin up / spin down): 5.08 / 5.19 eV
* DFT total energy: -42196.04305 eV
* highest occupied orbital energy (spin up / spin down): -7.68 / -10.57 eV
* relative energy (zero: lowest compared OMol25 entry of this formula, charge and spin): 0.000 eV

In the natural (NBO) picture, each atom carries the following charge in e: 0.934, -0.640, 0.050, -0.206, -0.171, 0.064, -0.369, 0.063, -0.169, -0.207, 0.050, -0.640, -0.231, 0.220, -0.176, 0.005, -0.306, 0.034, -0.280, 0.220, -0.231, -0.175, 0.005, -0.307, 0.037, -0.274, 0.232, 0.242, 0.230, 0.233, 0.235, 0.235, 0.233, 0.232, 0.242, 0.231, 0.226, 0.240, 0.259, 0.269, 0.226, 0.241, 0.259, 0.259, -0.699, 0.304, -0.759, -0.075, -0.247, -0.192, -0.238, -0.203, -0.244, 0.208, 0.226, 0.228, 0.205, 0.213, 0.215, 0.213, 0.219

***

Record 2
Computed, not measured: C28H27MnN3SSi as an isolated structure in a non-equilibrium geometry, with the ωB97M-V functional and the def2-TZVPD basis.

```
! wB97M-V def2-TZVPD RIJCOSX def2/J DEFGRID3
* xyz 1 5
C -2.77 -0.28 2.07
C -1.52 -0.94 1.97
C -0.49 -0.03 2.40
H -1.30 -1.93 1.58
C -1.10 1.20 2.79
C -2.53 1.04 2.64
H -3.29 1.77 2.92
H -3.73 -0.73 1.82
H 0.57 -0.28 2.45
H -0.56 2.05 3.22
Mn -1.47 0.84 0.73
C 0.97 -0.10 -2.23
H 1.26 0.26 -1.18
H -0.20 -0.08 -2.36
H 1.31 -1.22 -2.15
Si 1.59 -2.21 0.26
C 2.51 -2.90 -1.39
C 2.29 -4.29 -1.43
H 1.59 -4.73 -0.70
C 2.86 -5.13 -2.39
H 2.64 -6.19 -2.33
C 3.64 -4.65 -3.44
H 4.06 -5.34 -4.18
C 3.84 -3.28 -3.47
H 4.42 -2.90 -4.30
C 3.32 -2.41 -2.48
H 3.53 -1.35 -2.64
C 3.15 -1.68 1.07
C 4.38 -2.35 0.97
H 4.60 -3.01 0.14
C 5.37 -2.22 1.97
H 6.28 -2.84 1.96
C 5.22 -1.31 3.03
H 5.94 -1.27 3.87
C 4.09 -0.48 2.99
H 3.96 0.23 3.81
C 3.13 -0.59 1.97
H 2.35 0.16 1.92
H 0.93 -3.24 1.13
H 1.42 0.60 -3.02
N -3.48 3.59 -1.58
C -4.68 3.05 -1.17
C -5.92 3.65 -1.05
C -6.90 3.00 -0.29
C -6.60 1.80 0.39
C -5.32 1.22 0.29
C -4.35 1.87 -0.47
N -2.96 1.73 -0.41
C -2.46 2.78 -1.14
C -1.12 3.20 -0.90
C -0.43 4.35 -1.23
S 1.03 4.46 -0.29
C 0.70 2.95 0.44
N -0.49 2.43 0.10
H -3.35 4.50 -2.03
H -6.09 4.60 -1.56
H -7.91 3.43 -0.18
H -7.38 1.32 1.00
H -5.07 0.28 0.79
H -0.79 5.13 -1.89
H 1.32 2.49 1.19
*
```

* frontier orbital gap (spin up / spin down): 6.12 / 7.34 eV
* DFT total energy: -83968.00614 eV
* highest occupied orbital energy (spin up / spin down): -9.68 / -10.94 eV
* relative energy (zero: lowest compared OMol25 entry of this formula, charge and spin): 1.642 eV

In the natural (NBO) picture, each atom carries the following charge in e: -0.292, -0.341, -0.349, 0.258, -0.315, -0.347, 0.253, 0.241, 0.249, 0.245, 1.069, -0.894, 0.193, 0.207, 0.258, 1.054, -0.456, -0.241, 0.208, -0.205, 0.217, -0.202, 0.227, -0.227, 0.218, -0.166, 0.207, -0.562, -0.121, 0.219, -0.224, 0.224, -0.202, 0.229, -0.211, 0.213, -0.205, 0.180, -0.165, 0.233, -0.486, 0.095, -0.217, -0.188, -0.195, -0.226, 0.176, -0.535, 0.374, 0.060, -0.396, 0.565, -0.103, -0.491, 0.434, 0.229, 0.238, 0.237, 0.228, 0.263, 0.257

***

Record 3
Computed, not measured: C28H27N3PtSSi as an isolated structure in a non-equilibrium geometry, with the ωB97M-V functional and the def2-TZVPD basis.

```
! wB97M-V def2-TZVPD RIJCOSX def2/J DEFGRID3
* xyz 0 3
C 1.05 -3.11 -0.52
C 1.19 -2.08 -1.50
C 1.81 -0.95 -0.90
H 0.95 -2.16 -2.56
C 2.10 -1.29 0.51
C 1.58 -2.67 0.70
H 1.74 -3.24 1.60
H 0.61 -4.09 -0.71
H 2.30 -0.12 -1.42
H 2.93 -0.82 1.03
Pt 0.45 -0.05 0.75
C -2.48 3.68 -2.48
H -1.65 3.99 -1.84
H -2.22 3.91 -3.53
H -2.68 2.61 -2.39
Si -0.72 0.84 -1.03
C -2.17 -0.26 -1.59
C -2.03 -1.58 -2.06
H -1.06 -2.08 -2.01
C -3.12 -2.26 -2.62
H -2.98 -3.26 -3.03
C -4.38 -1.64 -2.65
H -5.23 -2.16 -3.09
C -4.54 -0.36 -2.11
H -5.53 0.12 -2.11
C -3.44 0.32 -1.57
H -3.59 1.31 -1.13
C 0.22 1.19 -2.63
C -0.25 0.77 -3.88
H -1.21 0.25 -3.96
C 0.51 1.00 -5.03
H 0.14 0.67 -6.00
C 1.76 1.63 -4.94
H 2.37 1.79 -5.83
C 2.23 2.07 -3.69
H 3.19 2.57 -3.61
C 1.46 1.85 -2.54
H 1.83 2.16 -1.56
H -1.29 2.17 -0.71
H -3.39 4.23 -2.18
N 0.97 0.38 4.95
C 2.10 -0.41 4.93
C 2.85 -0.89 6.00
C 3.88 -1.80 5.72
C 4.10 -2.22 4.40
C 3.28 -1.78 3.34
C 2.28 -0.83 3.59
N 1.24 -0.23 2.83
C 0.48 0.48 3.68
C -0.76 1.05 3.27
C -1.76 1.70 3.97
S -3.14 1.92 2.97
C -2.37 1.08 1.67
N -1.10 0.77 1.96
H 0.55 0.83 5.76
H 2.62 -0.56 7.02
H 4.51 -2.19 6.52
H 4.92 -2.92 4.18
H 3.40 -2.19 2.34
H -1.66 2.03 4.99
H -2.84 0.86 0.73
*
```

* frontier orbital gap (spin up / spin down): 4.14 / 6.98 eV
* DFT total energy: -55901.24773 eV
* highest occupied orbital energy (spin up / spin down): -4.27 / -8.24 eV
* relative energy (zero: lowest compared OMol25 entry of this formula, charge and spin): 0.000 eV

In the natural (NBO) picture, each atom carries the following charge in e: -0.313, -0.132, -0.311, 0.228, -0.385, -0.157, 0.221, 0.226, 0.257, 0.246, 0.566, -0.847, 0.216, 0.215, 0.210, 1.042, -0.478, -0.206, 0.216, -0.204, 0.210, -0.215, 0.213, -0.215, 0.213, -0.216, 0.214, -0.402, -0.238, 0.222, -0.214, 0.211, -0.224, 0.212, -0.208, 0.209, -0.241, 0.214, -0.183, 0.208, -0.536, 0.185, -0.263, -0.206, -0.223, -0.217, 0.082, -0.553, 0.395, 0.038, -0.395, 0.434, -0.321, -0.580, 0.423, 0.219, 0.221, 0.222, 0.226, 0.234, 0.236

***

Record 4
Computed, not measured: C28H27N7O2S3 in the gas phase in a non-equilibrium geometry, with the ωB97M-V functional and the def2-TZVPD basis.

```
! wB97M-V def2-TZVPD RIJCOSX def2/J DEFGRID3
* xyz 0 1
C 4.77 4.76 -0.25
C 4.63 3.27 -0.23
C 3.41 2.67 -0.52
C 3.26 1.29 -0.47
C 4.35 0.50 -0.12
C 5.59 1.08 0.17
C 5.70 2.46 0.11
H 6.65 2.92 0.34
C 6.78 0.24 0.51
H 6.87 -0.60 -0.18
H 7.69 0.83 0.47
H 6.66 -0.17 1.51
N 4.19 -0.91 -0.09
C 4.36 -1.68 1.00
O 4.75 -1.30 2.08
C 4.12 -3.18 0.78
H 3.63 -3.58 1.67
H 5.08 -3.67 0.65
S 3.14 -3.66 -0.67
C 1.56 -3.17 -0.14
N 1.35 -2.42 0.87
C 0.02 -2.20 1.07
C -0.55 -1.42 2.07
C -1.91 -1.29 2.12
C -2.74 -1.93 1.19
C -2.20 -2.70 0.17
C -0.83 -2.83 0.12
S 0.13 -3.70 -1.04
H -2.84 -3.19 -0.55
N -4.12 -1.72 1.32
C -5.10 -2.04 0.44
O -4.97 -2.71 -0.56
C -6.44 -1.41 0.80
H -6.60 -1.27 1.87
H -7.26 -1.97 0.35
S -6.49 0.23 -0.01
C -5.32 1.05 0.97
N -5.02 0.82 2.24
N -4.07 1.69 2.55
N -3.78 2.43 1.57
N -4.54 2.07 0.54
C -4.32 2.49 -0.82
C -3.60 1.37 -1.53
C -4.23 0.62 -2.50
C -3.59 -0.48 -3.06
C -2.31 -0.82 -2.65
C -1.68 -0.07 -1.67
C -2.32 1.02 -1.11
H -1.84 1.59 -0.33
H -0.69 -0.33 -1.34
H -1.82 -1.68 -3.07
H -4.09 -1.07 -3.81
H -5.23 0.88 -2.82
H -5.28 2.72 -1.29
H -3.71 3.40 -0.77
H -4.38 -1.13 2.11
H -2.36 -0.68 2.89
H 0.09 -0.93 2.79
H 3.72 -1.32 -0.89
C 1.93 0.65 -0.77
H 1.16 1.41 -0.88
H 1.98 0.09 -1.70
H 1.65 -0.03 0.03
H 2.56 3.28 -0.79
H 4.65 5.16 0.75
H 4.02 5.21 -0.89
H 5.76 5.05 -0.61
*
```

* frontier orbital gap: 8.45 eV
* DFT total energy: -76507.17230 eV
* highest occupied orbital energy: -8.16 eV
* relative energy (zero: lowest compared OMol25 entry of this formula, charge and spin): 0.000 eV

In the natural (NBO) picture, each atom carries the following charge in e: -0.625, -0.001, -0.221, -0.019, 0.174, 0.006, -0.216, 0.203, -0.645, 0.213, 0.212, 0.252, -0.649, 0.685, -0.610, -0.615, 0.265, 0.254, 0.289, -0.097, -0.493, 0.149, -0.198, -0.264, 0.230, -0.279, -0.214, 0.377, 0.266, -0.638, 0.664, -0.602, -0.598, 0.249, 0.261, 0.311, 0.163, -0.366, -0.059, -0.059, -0.194, -0.256, 0.028, -0.220, -0.199, -0.205, -0.195, -0.248, 0.223, 0.221, 0.217, 0.219, 0.212, 0.223, 0.246, 0.431, 0.226, 0.234, 0.408, -0.637, 0.217, 0.209, 0.230, 0.202, 0.221, 0.213, 0.216

***

Q: Look up the relative energy (zero: lowest compared OMol25 entry of this formula, charge and spin) of the fourth one.
A: 0.000 eV

***

Q: Which of these has the highest relative energy (zero: lowest compared OMol25 entry of this formula, charge and spin)?
A: C28H27MnN3SSi

***

Q: What is the relative energy (zero: lowest compared OMol25 entry of this formula, charge and spin) in the third record?
A: 0.000 eV